Entry 1:
The following is a quantum chemistry calculation of a molecular structure, C34H41HfINO5P, from OMol25.

Last column: Mulliken charge in e.
Atoms and positions in Å:
H: 4.78823 2.56367 -0.06943  0.54
H: 5.04048 4.36567 3.79971  0.43
C: -4.11104 0.61562 -0.47599  -1.14
H: -4.26397 -0.59680 3.91209  0.51
H: -2.64587 -2.59386 -2.01981  0.33
C: 0.16880 -3.49083 0.51006  -0.28
H: -0.62351 2.03284 2.29116  0.09
C: 4.12053 -0.08980 -0.83754  0.25
C: -3.29550 -1.07787 3.83293  -1.03
H: -5.50626 -2.15176 -0.16109  0.49
H: 2.64105 -3.21762 3.60235  0.60
H: -2.13448 2.84435 2.04356  0.69
C: 5.04310 3.52424 1.82940  -0.98
C: 3.14155 2.17336 1.25126  -0.07
C: 2.97862 1.56486 -2.16323  -0.13
C: 1.83173 -2.52199 3.37920  -1.05
H: -2.40184 -0.91066 -2.55276  0.37
P: -3.41499 -1.02803 -0.39929  1.18
H: 1.63711 1.99304 2.78967  0.15
C: 2.36587 1.32094 0.26895  3.48
H: -0.66584 1.67612 4.78799  0.27
C: 1.01521 1.95615 -0.12383  -1.02
H: -4.75363 -1.78000 1.41268  0.24
C: 3.77683 1.23746 -3.25302  -0.82
H: 0.42585 -5.59846 0.29588  0.53
H: 1.21750 -1.12339 -1.51213  0.61
H: -1.85018 -4.09737 4.26276  0.62
C: -4.56915 -2.12946 0.39692  -1.06
H: -3.39140 1.29850 -0.93054  0.37
C: 1.33002 -4.49457 -1.31556  -0.22
C: -3.18489 -2.44404 4.04063  -1.28
H: 2.85906 3.37701 4.41067  0.48
C: 0.76818 -3.04636 5.57040  -1.59
H: 2.43944 -0.00499 1.81102  0.19
H: -1.93684 1.33308 1.26116  0.25
C: -3.09027 -1.59880 -2.06038  -1.17
H: 5.37362 0.00610 -3.97905  0.46
C: 0.61927 -4.62421 -0.13034  -1.08
H: -4.06477 -3.03595 4.25591  0.48
C: -0.77198 -2.31744 3.78277  0.03
H: 1.75265 -2.46627 2.29181  -0.09
N: 0.40098 -2.26095 0.01877  0.33
O: 0.80827 3.12457 -0.19204  -0.53
C: 2.59922 2.41557 2.51542  0.19
C: -2.30925 1.20680 3.45186  0.41
H: -0.38243 -3.54874 1.44069  0.59
H: -5.01958 0.60533 -1.07966  0.49
H: 5.99370 3.96291 1.55872  0.46
C: 4.91082 -0.41511 -1.92697  -1.08
O: 0.14864 -0.20638 3.02851  -0.92
C: 0.55274 -3.03298 4.04896  0.79
C: 3.28286 3.19468 3.43232  -1.17
H: 1.70639 -5.36911 -1.82962  0.48
C: -0.92362 -0.94728 3.48777  0.41
H: -4.35986 0.95668 0.52964  0.30
H: 0.40804 -4.07159 3.73175  0.43
H: 4.27679 -0.59547 0.10802  0.44
H: -1.88829 2.95209 4.66991  0.44
C: 1.05459 -2.13125 -1.14803  -0.24
H: 3.64682 1.76347 -4.18912  0.47
C: 3.15206 0.90496 -0.95239  -0.80
Hf: -0.26545 -0.34900 1.09386  1.45
H: -4.01794 -1.64299 -2.63199  0.48
C: 4.74387 0.25250 -3.13455  -0.59
H: -2.22392 1.48848 5.60206  0.43
H: 2.24615 2.35802 -2.25454  0.52
H: 5.66907 -1.18086 -1.82967  0.44
C: -1.73643 1.87316 4.70739  -1.60
H: -3.38207 1.41218 3.42139  0.69
C: -1.70008 1.85617 2.20382  -1.16
C: 4.36570 2.73390 0.91128  -0.62
C: -2.17465 -0.30610 3.55285  1.13
H: -0.07616 -3.50262 6.08548  0.40
O: -2.09792 -1.01170 0.40817  -0.82
C: 1.54648 -3.22644 -1.83682  -0.76
H: -4.14878 -3.13446 0.43564  0.34
O: 1.91896 0.07878 0.99588  0.10
O: 0.08084 0.99723 -0.34682  -0.39
C: -1.93624 -3.04154 4.03134  -0.68
I: 2.54515 -2.93908 -3.63873  0.18
H: 2.11280 -1.54364 3.76585  0.16
C: 4.50747 3.75110 3.08703  -0.61
H: 1.66811 -3.60780 5.82093  0.46
H: 0.88476 -2.02765 5.94493  0.36

Atoms 1-6, force components in eV/Å:
H 0.0 0.0 0.0
H 0.0 0.0 0.0
C 0.0 -0.1 0.0
H 0.0 0.0 0.0
H 0.0 0.0 0.0
C 0.0 0.0 0.0

As for the net charge: +2. The energy above the lowest of the compared OMol25 structures with the same formula, charge and spin comes out at 0.0 kJ/mol. As for the largest force on an atom: 0.0100 Eh/bohr. The calculation puts the total energy at -2437.98076 hartree. As for the gap between HOMO and LUMO: 8.09 eV.



Entry 2:
The following is a quantum chemistry calculation of 7 unconnected molecules or ions with the total composition C34H41N6OS, from OMol25.

Last column: Mulliken charge in e.
Atoms and positions in Å:
C: -4.04445 5.10617 -0.69973  -0.22
C: 6.15262 0.37568 8.18237  -0.69
H: -0.11161 0.29258 7.11464  0.39
H: 0.55563 1.98844 -4.82066  0.37
C: -7.56033 3.72298 -2.02524  0.01
C: 0.14286 0.00229 -4.12851  -0.02
H: 7.29561 -0.48075 9.78774  0.37
C: -2.90689 5.21857 -1.48629  -0.51
C: -2.27935 4.05667 -1.89983  -0.10
C: 5.89924 -1.87161 8.93193  -0.46
C: -8.81933 3.55875 -1.46636  -0.38
H: 1.53737 -2.61677 1.83068  0.48
C: 3.58858 -0.29719 -3.49635  -0.76
H: -10.78475 3.81018 -4.02363  0.35
H: -8.93318 3.39478 -0.40033  0.37
H: -1.38950 4.10506 -2.51695  0.37
C: 2.37463 -2.72561 1.15997  -1.31
C: -3.95770 2.83474 -0.72515  -0.40
H: 1.50664 1.55119 -3.41880  0.58
C: -7.47370 3.92853 -3.39282  -0.28
C: -1.66105 -3.51048 -2.84217  -0.42
C: 4.42812 -2.95816 -0.60609  -0.25
C: 2.22058 -2.60973 -0.21035  0.16
N: 3.21188 -2.72339 -1.09433  -0.06
C: -8.64057 3.96253 -4.13844  -0.39
H: -2.52730 6.19095 -1.76550  0.40
H: -2.36250 1.90059 -1.80531  0.11
O: 2.12538 0.75426 -5.22865  -0.41
N: 1.05977 -1.44431 3.86548  -0.25
H: 4.54395 -0.15462 -3.01441  0.49
C: 3.64683 -2.97522 1.64669  -0.18
H: 0.66821 -0.93122 -4.25165  0.12
H: 1.16002 -4.25526 -5.26685  0.42
C: 1.52180 -0.06115 5.76599  -0.52
H: -0.70270 0.06564 -4.79391  0.57
H: 4.40877 -2.97503 7.84023  0.36
H: 5.70338 -3.28784 1.08729  0.39
H: -1.19983 -4.32746 -6.08019  0.42
C: 6.52753 -0.64264 9.04312  -0.15
C: 0.33434 -4.04416 -4.60168  -0.59
H: 2.24466 0.51623 6.32261  0.19
C: -2.81532 2.83850 -1.51011  0.22
H: 2.79035 -0.18869 -2.77912  0.07
H: 3.56506 -1.32561 -3.83817  0.26
H: 0.31006 -0.82695 -1.81930  0.19
C: 0.56844 -3.73392 -3.27029  -0.07
C: 4.92247 -2.02772 7.96079  -0.25
C: 3.45373 0.65020 -4.68567  -0.46
C: 5.16224 0.11547 7.24886  0.05
H: -6.67434 3.69139 -1.40410  0.36
H: -1.69491 -1.08524 5.76022  0.38
H: -3.03410 -3.84085 -4.45790  0.42
H: 6.15916 -2.69407 9.58335  0.36
N: -9.94957 3.58826 -2.16719  -0.54
C: 1.12078 1.18315 -4.36222  -1.03
C: 4.69584 -3.09263 0.74804  -0.63
H: 1.58006 -3.69794 -2.87439  0.35
H: 1.24351 -2.43022 -0.64680  0.54
S: -0.56355 -0.01447 -2.44616  -0.01
N: -0.40480 -3.46782 -2.39464  -0.26
C: -0.19539 -1.55902 4.30090  -0.16
C: -1.99778 -3.81312 -4.15212  -0.37
H: 4.05312 0.26345 -5.49639  0.33
C: -9.84776 3.78824 -3.47837  -0.24
C: 0.21504 -0.19071 6.20337  -0.24
H: 5.22147 -3.04804 -1.33977  0.40
N: -4.56980 3.94259 -0.32211  -0.56
H: -4.56659 5.99019 -0.35282  0.38
H: 3.85475 1.63281 -4.44959  0.33
H: 4.83947 0.88905 6.55879  0.33
N: 4.54868 -1.05997 7.12673  -0.26
C: -0.97675 -4.08377 -5.04995  -0.28
C: 1.89117 -0.70411 4.59635  0.00
H: 3.81478 -3.07345 2.71142  0.49
H: -2.43014 -3.29750 -2.10765  0.43
H: -0.85122 -2.17280 3.69159  0.36
H: 6.61610 1.35101 8.23292  0.35
H: -6.51050 4.06318 -3.87036  0.38
C: -0.66623 -0.95517 5.45448  -0.59
H: -0.16186 1.17437 -1.96888  0.28
H: -4.41001 1.90264 -0.40338  0.37
H: 2.90753 -0.62979 4.22482  0.38
H: -8.61960 4.12155 -5.20778  0.36

Atoms 1-6, force components in eV/Å:
C -0.1 0.0 0.1
C 0.0 0.0 0.0
H 0.0 0.0 0.0
H 0.0 0.2 -0.2
C 0.0 0.0 0.0
C 0.4 0.7 0.2

As for the net charge: +1. As for the largest force on an atom: 0.0181 Eh/bohr. The calculation puts the total energy at -2121.80227 hartree. As for the gap between HOMO and LUMO: 7.88 eV.